Record 1
Computed, not measured: 14 unconnected molecules or ions with the total composition C4H36N2O14S, with ωB97M-V/def2-TZVPD.

Summary:
HOMO energy   -0.3339 Ha
ΔE to the lowest compared entry with this formula, charge and spin   49.0 kcal/mol
Energy   -1735.102027 Eh
Orbital gap   9.1 eV

Structure (ORCA input):
```
! RIJCOSX wB97M-V def2-TZVPD def2/J DEFGRID3
* xyz 0 1
N -1.364 -1.326 0.725
C -0.396 -0.235 0.876
C 0.955 -0.773 1.367
S 0.816 -1.200 3.135
C -0.221 0.303 -0.524
N -1.174 1.040 -1.153
C -2.442 1.516 -0.654
O 0.845 0.184 -1.157
H -1.008 -2.193 0.354
H -1.899 -1.541 1.552
H -0.848 0.428 1.601
H 1.234 -1.724 0.917
H 1.792 -0.112 1.153
H 1.202 -0.050 3.707
H -0.823 1.511 -1.977
H -2.788 0.966 0.213
H -3.246 1.497 -1.391
H -2.332 2.578 -0.405
H 4.541 0.877 1.697
H 3.668 1.065 2.898
O 4.575 0.810 2.661
H -2.507 3.164 1.655
H -0.927 2.814 1.646
O -1.721 2.988 2.176
H 3.227 0.583 -0.501
H 3.841 1.955 -0.751
O 3.413 1.440 -0.062
H -3.167 0.230 3.551
H -2.575 1.471 2.922
O -3.393 0.940 2.943
H -0.570 -4.140 -0.035
H -0.788 -4.017 1.547
O -1.129 -4.381 0.727
H 0.565 3.922 0.374
H 0.915 2.631 -0.229
O 0.707 3.002 0.650
H 2.020 2.551 -3.430
H 1.306 1.258 -2.821
O 1.287 2.220 -2.910
H 4.000 -1.425 -1.761
H 2.531 -1.035 -1.979
O 3.407 -0.668 -1.800
H -1.409 0.210 -4.868
H -2.250 -0.050 -3.692
O -1.646 0.630 -4.029
H 1.696 2.531 2.106
H 2.519 3.291 3.167
O 2.289 2.408 2.869
H -2.867 -3.836 0.031
H -3.706 -2.619 -0.443
O -3.341 -3.459 -0.735
H -0.980 -1.787 -2.292
H -2.244 -2.644 -2.318
O -1.394 -2.518 -2.777
H 1.195 -4.282 -1.384
H -0.040 -3.493 -1.915
O 0.651 -3.504 -1.226
*
```

Record 2
Computed, not measured: 15 unconnected molecules or ions with the total composition C4H36NO15S, with ωB97M-V/def2-TZVPD.

Summary:
HOMO energy   -0.1699 Ha
ΔE to the lowest compared entry with this formula, charge and spin   133.7 kcal/mol
Energy   -1755.548502 Eh
Orbital gap   7.1 eV

Structure (ORCA input):
```
! RIJCOSX wB97M-V def2-TZVPD def2/J DEFGRID3
* xyz -1 1
C -0.931 2.588 0.268
N -1.698 1.368 0.031
C -0.963 0.249 -0.559
C 0.146 -0.325 0.464
S 0.630 -1.963 0.006
C -0.200 0.523 -1.854
O -0.861 0.977 -2.791
H 0.167 2.555 0.335
H -1.235 3.092 1.143
H -0.834 3.217 -0.616
H -2.491 1.517 -0.562
H -1.699 -0.509 -0.738
H -0.040 -0.171 1.514
H 0.994 0.402 0.206
H 0.821 0.311 -2.029
H -2.250 1.195 4.180
H -0.703 1.493 4.187
O -1.500 1.590 4.665
H -0.700 -1.017 3.651
H 0.897 -1.502 3.399
O -0.051 -1.760 3.821
H -1.839 -3.373 1.813
H -1.607 -2.352 2.947
O -2.173 -2.625 2.311
H -2.591 1.091 -2.762
H -3.893 1.645 -2.441
O -3.505 0.761 -2.457
H 3.128 1.851 -0.253
H 2.879 2.202 1.232
O 2.936 2.587 0.317
H 0.595 -0.843 -4.551
H 0.180 -1.905 -3.646
O 0.900 -1.464 -3.961
H 3.342 -0.459 -1.127
H 4.098 0.662 -1.810
O 3.655 0.450 -1.075
H 2.378 4.293 -0.801
H 1.322 4.606 0.140
O 1.384 4.441 -0.795
H -0.708 -3.196 -2.255
H -1.893 -2.657 -3.185
O -1.030 -3.103 -3.129
H 2.406 -1.489 -2.703
H 2.420 -2.457 -1.511
O 2.979 -1.898 -2.148
H 2.155 1.192 2.607
H 2.523 1.831 3.900
O 1.959 1.979 3.080
H -3.365 -1.503 -1.548
H -3.040 -0.978 -2.866
O -3.291 -1.808 -2.458
H -2.583 0.553 1.948
H -2.783 -0.880 2.421
O -2.672 0.050 2.826
H 2.333 -1.197 1.673
H 3.573 -0.391 2.301
O 2.714 -0.577 2.493
*
```

Record 3
Computed, not measured: a molecular structure, C4H37FN2NbO14, with ωB97M-V/def2-TZVPD.

Summary:
HOMO energy   -0.1942 Ha
Energy   -1494.201019 Eh
Orbital gap   7.2 eV

Structure (ORCA input):
```
! RIJCOSX wB97M-V def2-TZVPD def2/J DEFGRID3
* xyz -1 1
C -0.929 3.286 -0.707
C -1.792 2.384 0.185
C -1.835 0.915 -0.277
F -2.387 0.975 -1.615
Nb 0.172 -0.150 -0.402
N -0.337 -1.594 1.031
O 2.110 -0.998 -0.507
C 2.927 -0.127 0.034
N 3.696 0.693 0.251
H -1.072 4.322 -0.378
H -1.254 3.230 -1.744
H 0.132 3.067 -0.619
H -1.404 2.411 1.205
H -2.808 2.804 0.151
H -2.567 0.359 0.322
H 0.722 0.944 0.975
H 0.721 1.127 -1.599
H -0.464 -1.127 -1.822
H -1.300 -1.554 1.357
H -0.074 -2.546 0.797
O -3.616 -1.787 1.766
H -4.240 -2.472 1.510
H -4.166 -1.028 1.996
O -5.385 0.691 2.569
H -6.157 0.622 3.139
H -5.463 1.558 2.158
O 3.164 -3.850 0.331
H 2.967 -2.912 0.198
H 2.308 -4.234 0.556
O 4.334 1.108 3.576
H 4.243 0.261 4.025
H 4.338 0.878 2.638
O -3.241 2.705 -3.543
H -3.137 1.865 -3.063
H -3.129 2.469 -4.472
O -3.417 1.859 -6.422
H -3.093 2.684 -6.802
H -3.197 1.192 -7.081
O 0.474 -4.614 2.044
H -0.084 -5.401 2.016
H 1.197 -4.849 2.636
O -2.235 -5.047 1.132
H -1.854 -4.158 1.098
H -3.074 -4.923 1.585
O -0.167 1.525 -5.340
H -0.996 1.900 -5.650
H -0.387 1.187 -4.464
O -3.156 5.499 -2.525
H -3.108 4.587 -2.856
H -4.098 5.664 -2.437
O 3.643 -0.592 6.366
H 3.039 -0.994 6.996
H 3.508 0.356 6.476
O 7.207 0.040 0.751
H 6.971 -0.825 0.392
H 6.352 0.461 0.897
O 7.131 -2.932 0.211
H 6.451 -3.613 0.176
H 7.814 -3.299 0.781
*
```

Record 4
Computed, not measured: 15 unconnected molecules or ions with the total composition C4H37NO14, with ωB97M-V/def2-TZVPD.

Summary:
HOMO energy   -0.3079 Ha
ΔE to the lowest compared entry with this formula, charge and spin   77.2 kcal/mol
Energy   -1282.679645 Eh
Orbital gap   8.4 eV

Structure (ORCA input):
```
! RIJCOSX wB97M-V def2-TZVPD def2/J DEFGRID3
* xyz 0 1
C 0.362 -0.050 -1.060
C 0.173 -0.040 0.495
C -1.244 0.055 0.879
C -1.944 1.168 1.154
N -3.149 1.197 1.862
H -0.135 -1.007 -1.289
H 1.347 0.003 -1.492
H -0.222 0.714 -1.530
H 0.674 -0.882 0.958
H 0.729 0.868 0.810
H -1.713 -0.905 0.883
H -1.353 2.108 1.132
H -3.623 0.316 1.823
H -3.568 2.068 2.110
H -0.468 2.219 -1.062
H -1.180 2.733 -2.405
O -0.509 2.904 -1.736
H -2.823 0.267 -3.026
H -2.116 0.162 -1.723
O -2.251 0.788 -2.450
H 1.587 3.113 -1.944
H 2.429 2.203 -2.854
O 2.503 2.851 -2.130
H 1.007 -2.388 4.068
H -0.185 -1.462 3.824
O 0.235 -2.275 3.490
H 3.148 2.444 -0.348
H 3.158 1.854 1.145
O 3.086 1.654 0.205
H 0.664 -2.568 1.478
H -0.036 -3.796 1.925
O 0.365 -3.409 1.127
H -1.207 -4.389 -1.057
H -0.885 -3.314 -0.111
O -1.678 -3.766 -0.485
H 2.625 0.002 3.150
H 1.835 1.319 3.218
O 2.719 0.960 3.091
H -0.578 3.904 -0.175
H 0.575 4.699 0.109
O -0.102 4.230 0.620
H -3.727 -2.126 -1.843
H -2.381 -2.636 -1.435
O -2.804 -1.999 -2.088
H 1.100 -4.464 -0.682
H 1.307 -3.518 -1.782
O 0.767 -4.294 -1.577
H 0.401 0.446 -4.473
H -0.604 1.064 -3.464
O 0.079 1.286 -4.121
H -1.173 -0.055 3.362
H -0.904 1.372 3.525
O -0.473 0.521 3.713
H 2.817 -0.213 0.016
H 3.679 -1.450 -0.487
O 2.792 -1.095 -0.393
*
```

Record 5
Computed, not measured: 20 unconnected molecules or ions with the total composition C4H38F12N3O25S4, with ωB97M-V/def2-TZVPD.

Summary:
HOMO energy (spin up / spin down)   0.0666 / -0.1501 Ha
Energy   -5011.469971 Eh
Orbital gap (spin up / spin down)   1.9 / 7.7 eV

Structure (ORCA input):
```
! RIJCOSX wB97M-V def2-TZVPD def2/J DEFGRID3
* xyz -2 2
N 0.844 2.098 -1.371
H 0.968 1.655 -2.270
H 0.483 1.414 -0.722
H 0.065 2.741 -1.360
H 1.655 2.656 -1.145
C 3.538 0.101 -4.590
F 4.689 0.314 -5.309
F 2.856 -0.872 -5.195
F 3.912 -0.290 -3.339
S 2.504 1.732 -4.672
O 3.217 2.807 -3.946
O 2.382 2.076 -6.131
N 1.022 1.339 -3.774
S 0.044 1.615 -4.875
O -0.202 3.044 -5.010
O 0.199 0.838 -6.068
C -1.533 0.879 -4.077
F -1.385 -0.448 -3.924
F -1.853 1.499 -2.834
F -2.512 1.107 -4.879
C -2.394 0.940 1.023
F -3.517 0.467 1.575
F -2.751 1.633 -0.031
F -1.782 1.752 1.934
S -1.283 -0.596 0.505
O -1.436 -1.547 1.602
O -1.865 -1.074 -0.781
N 0.276 0.212 0.212
S 1.066 -0.481 1.280
O 0.773 -0.073 2.654
O 1.280 -1.906 0.967
C 2.782 0.197 0.904
F 2.879 1.483 1.387
F 3.690 -0.614 1.486
F 2.873 0.095 -0.434
O 3.978 -2.446 -1.056
H 4.026 -3.016 -1.823
H 3.118 -2.031 -1.118
O -5.955 1.100 2.787
H -6.756 0.767 2.382
H -5.252 0.592 2.380
O 5.231 -3.537 2.121
H 5.312 -4.293 1.539
H 4.862 -2.848 1.569
O 5.586 1.462 2.847
H 5.970 2.321 2.669
H 4.643 1.624 2.881
O 6.416 -0.217 0.071
H 5.792 -0.284 0.793
H 6.844 0.630 0.201
O 1.737 -4.415 1.994
H 1.832 -4.999 2.746
H 2.208 -3.621 2.245
O -5.184 -1.944 1.798
H -6.133 -2.051 1.851
H -4.948 -2.312 0.946
O -0.031 -4.326 -0.432
H 0.167 -3.419 -0.666
H 0.674 -4.580 0.163
O -3.569 -4.016 -0.427
H -3.894 -3.894 -1.319
H -2.681 -3.659 -0.445
O -5.162 1.231 -1.583
H -5.532 1.754 -2.294
H -4.348 1.679 -1.354
O -2.412 4.566 1.232
H -1.724 4.707 1.884
H -3.030 3.975 1.661
O 0.447 1.345 5.542
H 1.356 1.590 5.372
H 0.448 0.388 5.523
O 2.901 -2.491 4.050
H 3.453 -1.738 4.257
H 3.311 -3.224 4.510
O -4.411 -2.254 -3.026
H -4.085 -2.154 -3.920
H -4.084 -1.482 -2.564
O -3.112 3.604 4.782
H -3.943 3.980 5.071
H -3.291 3.274 3.901
O 0.927 -1.093 -2.220
H 1.000 -0.298 -2.747
H 0.472 -0.813 -1.425
O -4.495 3.359 2.622
H -5.083 4.111 2.552
H -5.078 2.603 2.683
*
```

Record 6
Computed, not measured: 15 unconnected molecules or ions with the total composition C4H38N2O15, with ωB97M-V/def2-TZVPD.

Summary:
HOMO energy   -0.3527 Ha
ΔE to the lowest compared entry with this formula, charge and spin   125.0 kcal/mol
Energy   -1413.264952 Eh
Orbital gap   9.8 eV

Structure (ORCA input):
```
! RIJCOSX wB97M-V def2-TZVPD def2/J DEFGRID3
* xyz 0 1
O 1.167 1.632 -1.660
C 0.551 0.611 -1.378
N -0.757 0.773 -1.028
C -1.533 -0.288 -0.492
N -1.577 -0.450 1.024
C 1.075 -0.765 -1.781
C 1.841 -0.621 -3.158
H -0.979 1.728 -0.984
H -2.607 -0.114 -0.832
H -1.379 -1.307 -0.940
H -2.538 -0.128 1.309
H -1.497 -1.458 1.284
H 0.275 -1.464 -1.761
H 1.983 -0.964 -1.206
H 1.262 -1.023 -3.967
H 1.811 0.407 -3.534
H 2.807 -1.100 -3.046
H -0.699 -3.371 1.091
H 0.637 -2.710 0.596
O -0.004 -2.716 1.358
H -0.152 4.396 -0.614
H -1.447 4.586 0.163
O -1.105 4.522 -0.727
H 2.148 3.285 2.309
H 2.831 1.879 2.154
O 1.991 2.349 2.094
H 4.363 2.664 -1.570
H 2.852 2.035 -1.507
O 3.743 2.035 -1.136
H -3.329 -1.278 -2.262
H -4.757 -1.872 -1.564
O -3.939 -2.052 -2.053
H 2.297 -3.696 0.826
H 3.209 -3.248 -0.427
O 2.299 -3.283 -0.121
H -0.952 3.596 -3.202
H -1.717 3.323 -1.877
O -1.414 2.947 -2.690
H -0.176 -0.263 4.008
H 0.301 -1.758 4.464
O 0.315 -0.824 4.629
H -3.763 0.476 -3.814
H -2.564 0.883 -2.926
O -3.455 0.417 -2.923
H -0.662 2.975 1.799
H -0.601 4.115 2.890
O -0.564 3.949 1.941
H -3.019 -4.049 0.079
H -2.994 -2.769 -0.777
O -2.510 -3.237 -0.001
H 1.740 -3.656 2.448
H 3.098 -3.053 2.897
O 2.672 -3.825 2.445
H 0.690 0.924 2.353
H -0.924 1.228 2.290
O -0.116 1.242 2.792
H 1.848 -0.946 1.554
H 1.580 -0.234 2.847
O 2.347 -0.455 2.315
*
```

Record 7
Computed, not measured: a molecular structure, C4H39N2O13, with ωB97M-V/def2-TZVPD.

Summary:
HOMO energy   -0.4044 Ha
ΔE to the lowest compared entry with this formula, charge and spin   123.8 kcal/mol
Energy   -1263.138190 Eh
Orbital gap   8.9 eV

Structure (ORCA input):
```
! RIJCOSX wB97M-V def2-TZVPD def2/J DEFGRID3
* xyz 1 1
N 0.729 -0.639 -3.104
C 1.460 -1.136 -1.921
C 2.434 -0.084 -1.405
N 1.804 1.224 -1.149
C 0.568 1.172 -0.360
C 0.111 2.615 -0.106
H -0.388 -0.866 -3.044
H 1.094 -0.995 -3.985
H 0.790 0.397 -3.164
H 0.757 -1.406 -1.135
H 1.954 -2.080 -2.163
H 3.230 0.101 -2.137
H 2.862 -0.528 -0.498
H 2.488 1.802 -0.676
H 0.739 0.635 0.594
H -0.203 0.617 -0.927
H -0.760 2.578 0.521
H 0.893 3.150 0.432
H -0.103 3.143 -1.018
H -3.051 -3.891 -1.934
H -2.151 -3.417 -0.752
O -2.192 -3.513 -1.726
H 2.892 4.723 -3.144
H 2.112 4.424 -4.460
O 2.444 4.033 -3.650
H -2.247 3.278 -2.357
H -0.868 2.683 -1.959
O -1.778 2.868 -1.622
H 1.339 2.995 -2.870
H 1.141 2.170 -1.516
O 0.757 2.351 -2.403
H -1.959 -2.036 -2.596
H -2.233 -0.502 -2.361
O -1.785 -1.146 -2.992
H -3.387 -0.402 1.870
H -2.416 -1.473 1.244
O -2.491 -0.537 1.539
H -1.040 -3.247 1.109
H -2.422 -3.840 1.491
O -2.015 -3.156 0.947
H -0.077 0.883 4.494
H 0.349 2.312 5.098
O 0.670 1.468 4.775
H -2.514 1.343 -1.258
H -2.744 0.199 -0.134
O -2.887 0.438 -1.090
H 3.512 0.447 3.976
H 2.030 0.918 3.905
O 2.729 0.419 3.402
H -1.548 -0.361 3.034
H -0.323 -0.957 3.803
O -1.102 -0.376 3.918
H 1.531 -2.236 4.415
H 1.826 -1.096 3.423
O 1.216 -1.857 3.587
H 0.993 -4.212 1.618
H 0.830 -2.754 2.193
O 0.662 -3.335 1.410
*
```

Record 8
Computed, not measured: 14 unconnected molecules or ions with the total composition C4H39N2O13, with ωB97M-V/def2-TZVPD.

Summary:
HOMO energy   -0.4334 Ha
ΔE to the lowest compared entry with this formula, charge and spin   117.1 kcal/mol
Energy   -1263.148945 Eh
Orbital gap   9.1 eV

Structure (ORCA input):
```
! RIJCOSX wB97M-V def2-TZVPD def2/J DEFGRID3
* xyz 1 1
N -0.742 -0.067 -1.044
C -1.320 1.319 -0.902
C -1.551 1.371 0.629
N -0.252 1.433 1.296
C 0.315 2.801 1.481
C 1.366 3.202 0.441
H -0.304 -0.334 -1.935
H -1.594 -0.686 -1.177
H -0.246 -0.357 -0.223
H -0.686 2.137 -1.278
H -2.345 1.393 -1.254
H -2.202 0.577 1.010
H -2.248 2.175 0.903
H -0.399 0.871 2.135
H 0.867 2.732 2.421
H -0.446 3.610 1.469
H 0.770 3.581 -0.353
H 2.164 3.904 0.794
H 1.926 2.268 0.156
H -0.199 -2.558 -3.458
H -1.210 -3.527 -3.165
O -0.997 -2.907 -3.880
H -0.947 -1.549 1.461
H -0.488 -1.738 2.980
O -0.448 -1.172 2.199
H 1.238 -1.682 0.537
H 2.193 -1.830 -0.621
O 1.382 -2.207 -0.265
H 3.698 -1.723 2.363
H 2.225 -2.501 2.804
O 2.795 -1.755 2.665
H -0.806 -3.397 -0.035
H -2.332 -3.489 0.001
O -1.600 -2.903 0.212
H 0.674 -0.273 -4.802
H 1.919 -0.325 -3.748
O 1.041 -0.619 -3.986
H -2.513 -1.418 -3.877
H -1.967 -0.242 -3.181
O -2.501 -1.027 -2.960
H 3.344 2.186 3.977
H 3.174 0.732 3.636
O 3.235 1.321 4.397
H -0.344 -4.756 3.962
H 0.756 -4.270 3.010
O -0.021 -4.828 3.051
H 1.157 -1.644 4.236
H 0.567 -2.144 5.513
O 0.553 -2.314 4.565
H -2.301 4.140 -1.627
H -1.105 4.449 -0.715
O -2.017 4.104 -0.708
H 1.855 3.666 -2.454
H 1.812 2.963 -3.802
O 1.297 3.077 -2.997
H -0.839 3.357 -3.983
H -2.092 2.420 -3.950
O -1.311 2.701 -3.466
*
```

F_max list, top to bottom, in hartree/bohr: 0.048 0.119 0.069 0.066 0.130 0.073 0.185 0.076